DFT (the ωB97M-V functional and the def2-TZVPD basis) results for C19H18CuN6S as an isolated structure.

For the HOMO-LUMO gap (spin up / spin down), the calculation gives 7.11 / 7.02 eV. Its expectation value of S² is 0.75. The calculation puts the energy at -3102.0144 hartree. The calculation puts the highest occupied orbital energy (spin up / spin down) at -7.532 / -7.512 eV.

Geometry as ORCA input:
```
! wB97M-V def2-TZVPD RIJCOSX def2/J DEFGRID3
* xyz 0 2
Cu -1.021 -0.692 1.123
N -4.958 -2.125 -0.173
C -4.041 -1.289 0.370
S -3.515 -1.550 1.983
N -3.644 -0.295 -0.428
N -2.608 0.325 0.120
C -2.419 1.586 0.030
C -1.432 2.114 0.969
C -1.160 3.474 1.099
C -0.343 3.902 2.127
C 0.191 2.971 3.008
C -0.091 1.635 2.795
N -0.873 1.215 1.803
H -5.474 -2.729 0.438
H -5.355 -1.869 -1.061
H -3.072 2.248 -0.533
H -1.607 4.173 0.406
H -0.128 4.956 2.248
H 0.821 3.267 3.834
H 0.327 0.863 3.430
C 1.907 0.570 0.444
N 0.990 -0.562 0.563
C 1.405 -1.715 0.141
C 0.508 -2.795 0.126
C 0.624 -4.134 -0.257
C -0.637 -4.694 -0.069
C -1.463 -3.674 0.420
N -0.779 -2.529 0.535
C 2.451 0.773 -0.953
C 3.796 1.052 -1.156
C 4.286 1.279 -2.436
C 3.432 1.222 -3.526
C 2.086 0.936 -3.331
C 1.599 0.713 -2.054
H 2.740 0.462 1.148
H 1.373 1.473 0.735
H 2.420 -1.841 -0.237
H 1.516 -4.617 -0.624
H -0.936 -5.712 -0.257
H -2.504 -3.724 0.693
H 4.468 1.090 -0.307
H 5.338 1.492 -2.580
H 3.812 1.393 -4.525
H 1.415 0.885 -4.178
H 0.551 0.478 -1.906
*
```

These are the Löwdin partial charges, in e, on atoms 1 to 5: atom 1 (Cu): 0.5344, atom 2 (N): 0.0687, atom 3 (C): -0.8991, atom 4 (S): 0.5789, atom 5 (N): -0.0082

---

DFT (the ωB97M-V functional and the def2-TZVPD basis) results for C21H46LaNO2P3 as an isolated structure.

For the HOMO-LUMO gap (spin up / spin down), the calculation gives 5.50 / 5.71 eV. The calculation puts the energy at -2087.6749 hartree. The calculation puts the highest occupied orbital energy (spin up / spin down) at -16.925 / -17.063 eV.

Geometry as ORCA input:
```
! wB97M-V def2-TZVPD RIJCOSX def2/J DEFGRID3
* xyz 3 1
La -0.378 0.547 0.183
P 1.814 -0.960 1.932
P 2.147 2.182 0.229
P -0.617 -2.611 -0.034
H -0.165 2.518 -6.072
C -1.133 2.044 -5.887
C -2.027 2.457 -4.983
H -1.907 3.387 -4.428
C 3.180 -1.824 1.063
C 2.732 0.118 3.104
C 1.232 -2.281 3.072
C 1.664 3.209 -1.220
C 2.653 3.398 1.483
C 3.744 1.483 -0.360
C -1.811 -2.763 -1.404
C -1.424 -3.778 1.146
C 0.773 -3.634 -0.691
H -1.360 1.232 -6.571
H -2.967 1.917 -4.861
H 3.889 -2.209 1.802
H 3.679 -1.127 0.388
H 2.779 -2.651 0.473
H 3.421 -0.469 3.726
H 2.026 0.645 3.763
H 3.310 0.872 2.556
H 2.069 -2.952 3.310
H 0.422 -2.868 2.615
H 0.850 -1.840 4.004
H 2.501 3.878 -1.458
H 0.775 3.811 -0.978
H 1.429 2.581 -2.093
H 3.564 3.930 1.192
H 2.822 2.899 2.443
H 1.842 4.123 1.620
H 4.397 2.282 -0.746
H 3.538 0.758 -1.164
H 4.253 0.963 0.466
H -1.996 -3.826 -1.591
H -1.441 -2.287 -2.316
H -2.747 -2.273 -1.114
H -2.105 -4.446 0.596
H -2.016 -3.188 1.863
H -0.693 -4.387 1.695
H 0.415 -4.420 -1.372
H 1.332 -4.098 0.136
H 1.439 -2.960 -1.247
C -0.445 0.090 -3.217
C 0.772 -0.183 -3.881
C 0.777 -1.034 -4.989
C -0.432 -1.584 -5.450
C -1.664 -1.145 -4.924
C -1.664 -0.292 -3.821
O -0.465 0.643 -2.004
H 1.243 -0.470 -0.984
H 1.710 0.202 -3.463
H 1.720 -1.261 -5.514
H -0.454 -2.311 -6.272
H -2.610 -1.377 -5.394
H -2.593 0.118 -3.407
C -3.579 1.754 5.113
N -3.141 1.640 3.722
C -4.000 2.079 2.624
C -1.981 1.068 3.373
C -1.093 0.545 4.448
O -1.685 0.992 2.123
H -4.559 2.244 5.153
H -2.875 2.342 5.722
H -3.669 0.769 5.596
H -3.459 2.820 2.019
H -4.231 1.214 1.986
H -4.916 2.510 3.034
H -0.195 0.122 3.992
H -1.614 -0.241 5.015
H -0.802 1.361 5.128
*
```

These are the Löwdin partial charges, in e, on atoms 1 to 5: atom 1 (La): 1.6594, atom 2 (P): 0.6928, atom 3 (P): 0.6777, atom 4 (P): 0.7184, atom 5 (H): 0.0744

---

DFT (the ωB97M-V functional and the def2-TZVPD basis) results for one molecule with the formula CHN3O3.

The SMILES is ON=c1onno1. For the HOMO-LUMO gap, the calculation gives 10.20 eV. The calculation puts the energy at -428.5263 hartree. The calculation puts the highest occupied orbital energy at -9.798 eV.

Geometry as ORCA input:
```
! wB97M-V def2-TZVPD RIJCOSX def2/J DEFGRID3
* xyz 0 1
C 0.054 -0.149 0.192
H -2.846 -0.138 -0.260
N -1.149 -0.439 0.384
N 2.221 -0.099 0.486
N 1.996 0.610 -0.494
O -1.976 0.234 -0.521
O 1.058 -0.650 0.977
O 0.642 0.630 -0.764
*
```

These are the Löwdin partial charges, in e, on atoms 1 to 5: atom 1 (C): -0.4182, atom 2 (H): 0.1126, atom 3 (N): 0.0661, atom 4 (N): 0.0735, atom 5 (N): 0.0801

---

DFT (the ωB97M-V functional and the def2-TZVPD basis) results for a 2-piece molecular cluster, C5H12NO overall.

For the HOMO-LUMO gap (spin up / spin down), the calculation gives 2.19 / 6.87 eV. Its expectation value of S² is 0.75. The calculation puts the energy at -327.4789 hartree. The calculation puts the highest occupied orbital energy (spin up / spin down) at 4.705 / -0.160 eV.

Geometry as ORCA input:
```
! wB97M-V def2-TZVPD RIJCOSX def2/J DEFGRID3
* xyz -2 2
C 0.679 -0.019 -2.005
O 0.724 -0.176 -0.640
C 0.422 -1.293 -2.833
H 1.627 0.471 -2.398
H -0.153 0.734 -2.316
H 0.741 -1.123 -3.906
H -0.596 -1.687 -2.702
H 1.053 -2.101 -2.451
C -1.067 -0.718 2.341
C 0.125 0.256 2.155
C -0.217 2.072 0.761
N -0.450 1.625 1.965
H -0.735 -1.735 2.580
H -1.646 -0.459 3.255
H -1.639 -0.631 1.399
H 0.668 -0.017 1.225
H 0.749 0.287 3.027
H 0.243 1.441 -0.011
H -0.529 3.074 0.557
*
```

These are the Löwdin partial charges, in e, on atoms 1 to 5: atom 1 (C): -0.5809, atom 2 (O): -0.3894, atom 3 (C): -0.2228, atom 4 (H): 0.0636, atom 5 (H): 0.0771

---

DFT (the ωB97M-V functional and the def2-TZVPD basis) results for a 4-piece molecular cluster, C34H68BrClN9O6S overall.

For the HOMO-LUMO gap, the calculation gives 6.38 eV. The calculation puts the energy at -5712.1760 hartree. The calculation puts the highest occupied orbital energy at -10.300 eV.

Geometry as ORCA input:
```
! wB97M-V def2-TZVPD RIJCOSX def2/J DEFGRID3
* xyz 1 1
C 1.739 -2.230 4.632
C 2.356 -1.330 5.869
C 1.882 0.264 5.693
O 2.106 0.615 4.283
C 2.350 2.049 4.087
N 1.554 2.714 2.997
C 2.198 2.627 1.632
N 3.307 3.348 1.267
C 3.864 3.234 -0.162
C 4.738 1.874 -0.427
C 5.809 2.255 -1.654
C 4.037 4.305 2.185
C 5.691 4.059 2.178
O 6.329 4.364 3.468
C 7.792 4.383 3.136
O 8.582 3.290 3.208
N 1.536 1.761 0.596
Br 1.957 0.023 0.976
C 0.105 2.111 0.301
C -0.882 0.798 -0.010
C -0.565 0.023 -1.417
C -1.019 -1.569 -1.172
C -1.148 -2.418 -2.576
C -2.104 -3.746 -2.237
N -3.543 -3.568 -2.720
N 0.224 3.045 -0.920
C -0.974 3.334 -1.489
S -2.531 3.542 -2.207
C -0.674 2.856 1.583
C -0.570 4.468 1.638
C -1.820 5.343 1.089
C -3.293 4.652 1.118
C -4.042 4.622 2.576
C -5.582 4.040 2.279
N -5.439 2.525 2.099
C 0.106 2.282 2.951
Cl -0.849 2.707 4.527
H 2.567 -2.521 3.835
H 0.871 -1.699 4.039
H 1.314 -3.233 5.066
H 2.096 -1.757 6.941
H 3.533 -1.320 5.718
H 2.582 0.874 6.431
H 0.753 0.426 6.024
H 3.521 2.205 3.997
H 2.046 2.585 5.110
H 3.011 3.273 -0.986
H 4.504 4.226 -0.341
H 5.264 1.424 0.516
H 4.058 1.010 -0.874
H 5.787 3.420 -1.913
H 5.477 1.720 -2.665
H 6.920 2.010 -1.384
H 3.597 4.396 3.265
H 3.906 5.386 1.695
H 5.990 2.971 1.869
H 6.166 4.819 1.389
H 8.333 5.370 2.741
H -0.944 0.060 0.928
H -2.012 1.180 -0.107
H 0.548 0.115 -1.770
H -1.338 0.439 -2.215
H -0.339 -2.107 -0.373
H -2.109 -1.544 -0.698
H -1.591 -1.799 -3.470
H -0.082 -2.874 -2.825
H -1.619 -4.758 -2.594
H -2.179 -3.820 -1.050
H -4.156 -4.339 -2.331
H -3.880 -2.707 -2.193
H -1.775 2.407 1.692
H -0.347 4.850 2.748
H 0.393 4.815 1.022
H -1.885 6.325 1.766
H -1.588 5.755 -0.006
H -3.278 3.571 0.621
H -3.991 5.301 0.400
H -3.432 3.907 3.286
H -4.065 5.709 3.010
H -5.879 4.450 1.198
H -6.354 4.349 3.101
H -4.571 2.177 2.600
H -5.211 2.339 1.078
H -0.020 1.098 2.861
C -3.971 -6.973 -3.827
C -5.446 -7.255 -3.762
O -6.124 -6.971 -2.777
N -6.032 -7.847 -4.843
C -5.412 -8.253 -6.081
H -3.647 -6.500 -2.894
H -3.417 -7.907 -3.951
H -3.757 -6.289 -4.653
H -7.026 -8.006 -4.726
H -5.907 -7.723 -6.898
H -5.569 -9.328 -6.202
H -4.343 -8.038 -6.103
C -7.244 -2.834 0.871
C -6.471 -2.559 -0.388
O -5.260 -2.352 -0.382
N -7.156 -2.544 -1.568
C -8.567 -2.762 -1.783
H -6.565 -2.815 1.729
H -8.007 -2.065 1.017
H -7.705 -3.824 0.818
H -6.570 -2.352 -2.373
H -8.680 -3.614 -2.457
H -8.979 -1.869 -2.260
H -9.105 -2.959 -0.854
C 6.952 -2.568 -3.924
C 7.228 -1.553 -2.851
O 6.408 -1.285 -1.977
N 8.436 -0.918 -2.867
C 9.522 -1.093 -3.802
H 5.952 -2.989 -3.782
H 6.990 -2.093 -4.908
H 7.680 -3.382 -3.866
H 8.550 -0.249 -2.115
H 10.406 -1.407 -3.241
H 9.721 -0.128 -4.275
H 9.297 -1.834 -4.570
*
```

These are the Löwdin partial charges, in e, on atoms 1 to 5: atom 1 (C): -0.1422, atom 2 (C): -0.1943, atom 3 (C): -0.2083, atom 4 (O): -0.2516, atom 5 (C): -0.2013

---

DFT (the ωB97M-V functional and the def2-TZVPD basis) results for a 2-piece molecular cluster, CH2O2S2 overall.

The SMILES is O=CS.O=S. For the HOMO-LUMO gap (spin up / spin down), the calculation gives 7.79 / 7.78 eV. The calculation puts the energy at -986.0683 hartree. The calculation puts the highest occupied orbital energy (spin up / spin down) at -9.200 / -9.200 eV.

Geometry as ORCA input:
```
! wB97M-V def2-TZVPD RIJCOSX def2/J DEFGRID3
* xyz 0 1
C -0.182 0.294 0.878
O -1.050 1.102 1.027
O -5.480 -1.110 -0.543
S 0.561 -0.092 -0.581
S -4.242 -0.507 -0.016
H 0.292 -0.358 1.602
H -0.189 0.883 -1.283
*
```

These are the Löwdin partial charges, in e, on atoms 1 to 5: atom 1 (C): -0.7968, atom 2 (O): -0.0518, atom 3 (O): -0.6989, atom 4 (S): 0.8218, atom 5 (S): 0.7102

---

DFT (the ωB97M-V functional and the def2-TZVPD basis) results for one molecule with the formula C4H7IN2OS.

For the HOMO-LUMO gap, the calculation gives 8.37 eV. The calculation puts the energy at -1037.1358 hartree. The calculation puts the highest occupied orbital energy at -9.357 eV.

Geometry as ORCA input:
```
! wB97M-V def2-TZVPD RIJCOSX def2/J DEFGRID3
* xyz 0 1
C -1.091 0.004 0.350
C 0.390 0.305 0.136
C 0.860 1.679 -0.274
C 1.299 -0.790 -0.346
N -1.716 -1.128 -0.065
N -0.143 0.161 1.487
O -2.680 -3.255 -0.703
S -1.590 -2.617 0.105
I -2.389 1.667 -0.104
H 0.193 2.521 0.028
H 0.765 1.891 -1.422
H 1.958 1.729 -0.001
H 1.271 -0.827 -1.369
H 1.017 -1.717 0.324
H 2.267 -0.609 -0.153
H -0.411 0.989 2.008
*
```

These are the Löwdin partial charges, in e, on atoms 1 to 5: atom 1 (C): -0.9075, atom 2 (C): -0.5721, atom 3 (C): -0.1077, atom 4 (C): -0.0224, atom 5 (N): -0.3248